{
  "formula": "C42H63BN2O5SSbTl",
  "method": "ωB97M-V/def2-TZVPD",
  "species": ["Tl", "C", "O", "C", "C", "O", "C", "C", "O", "C", "H", "H", "H", "H", "H", "H", "H", "H", "H", "H", "H", "H", "H", "H", "O", "C", "O", "C", "C", "C", "C", "C", "C", "S", "H", "H", "H", "H", "C", "Sb", "C", "C", "H", "H", "H", "H", "H", "H", "H", "H", "H", "C", "C", "C", "C", "C", "C", "C", "C", "C", "C", "C", "C", "N", "B", "N", "C", "C", "C", "C", "C", "C", "C", "C", "C", "C", "C", "C", "C", "C", "H", "H", "H", "H", "H", "H", "H", "H", "H", "H", "H", "H", "H", "H", "H", "H", "H", "H", "H", "H", "H", "H", "H", "H", "H", "H", "H", "H", "H", "H", "H", "H", "H", "H", "H", "H"],
  "coordinates": [[-0.727, 0.856, 0.246], [-3.126, 3.905, 0.963], [-3.525, 2.563, 1.038], [-4.857, 2.333, 0.716], [-5.169, 0.853, 1.003], [-4.196, -0.061, 0.577], [-4.328, -0.672, -0.675], [-4.262, 0.243, -1.905], [-3.013, 0.865, -1.942], [-2.903, 1.987, -2.769], [-3.499, 4.470, 1.828], [-2.036, 3.892, 0.965], [-3.484, 4.392, 0.045], [-5.525, 2.955, 1.343], [-5.060, 2.595, -0.338], [-5.184, 0.746, 2.094], [-6.162, 0.601, 0.590], [-3.486, -1.368, -0.717], [-5.283, -1.225, -0.737], [-4.420, -0.375, -2.808], [-5.079, 0.984, -1.871], [-2.982, 1.731, -3.837], [-3.675, 2.734, -2.536], [-1.921, 2.408, -2.557], [2.431, 4.026, -0.080], [1.761, 3.298, 0.669], [0.564, 2.968, 0.447], [2.396, 2.896, 2.004], [3.509, 3.658, 2.350], [4.163, 3.553, 3.563], [3.688, 2.640, 4.494], [2.619, 1.843, 4.165], [1.950, 1.926, 2.930], [0.697, 0.733, 2.730], [3.862, 4.360, 1.605], [5.037, 4.160, 3.781], [4.160, 2.544, 5.468], [2.266, 1.100, 4.870], [-4.160, 1.413, 5.121], [-2.358, 1.237, 3.781], [-1.206, 2.365, 5.249], [-1.882, -0.646, 4.758], [-3.899, 1.213, 6.155], [-4.914, 0.691, 4.814], [-4.600, 2.407, 5.062], [-1.459, 2.035, 6.255], [-1.391, 3.432, 5.157], [-0.160, 2.176, 5.050], [-1.992, -0.567, 5.836], [-0.855, -0.867, 4.503], [-2.527, -1.430, 4.376], [0.680, -3.671, 1.142], [-0.831, -3.689, 0.924], [-1.454, -2.499, 1.652], [-1.304, -3.696, -0.513], [-2.529, -4.309, -0.750], [-3.085, -4.377, -2.012], [-2.407, -3.795, -3.069], [-1.199, -3.154, -2.874], [-0.569, -2.410, -4.031], [-1.398, -1.157, -4.333], [-0.391, -3.279, -5.278], [-0.617, -3.101, -1.589], [0.615, -2.476, -1.440], [0.988, -1.134, -0.939], [2.392, -1.097, -1.323], [2.774, -2.260, -1.960], [1.708, -3.075, -2.055], [3.297, -0.031, -1.202], [3.185, 1.060, -2.076], [4.053, 2.132, -1.928], [5.011, 2.130, -0.934], [5.126, 1.044, -0.087], [4.294, -0.055, -0.221], [4.379, -1.225, 0.733], [5.819, -1.633, 1.051], [3.624, -0.880, 2.012], [2.103, 1.092, -3.132], [1.133, 2.235, -2.844], [2.687, 1.202, -4.543], [0.888, -3.847, 2.196], [1.087, -2.699, 0.877], [1.176, -4.439, 0.550], [-1.226, -4.612, 1.383], [-1.001, -1.576, 1.294], [-1.267, -2.567, 2.721], [-2.527, -2.451, 1.478], [-3.058, -4.767, 0.080], [-4.048, -4.848, -2.173], [-2.836, -3.833, -4.062], [0.423, -2.067, -3.733], [-2.416, -1.412, -4.635], [-0.937, -0.577, -5.134], [-1.445, -0.542, -3.437], [-1.340, -3.652, -5.662], [0.243, -4.134, -5.051], [0.090, -2.697, -6.065], [3.775, -2.413, -2.338], [1.654, -4.072, -2.468], [3.965, 2.992, -2.575], [5.649, 2.993, -0.798], [5.866, 1.059, 0.700], [3.881, -2.084, 0.271], [6.317, -0.870, 1.646], [6.392, -1.796, 0.137], [5.814, -2.557, 1.630], [4.059, -0.009, 2.497], [3.645, -1.719, 2.707], [2.590, -0.643, 1.779], [1.544, 0.154, -3.069], [1.647, 3.193, -2.852], [0.714, 2.098, -1.847], [0.326, 2.247, -3.576], [3.169, 2.167, -4.685], [1.891, 1.101, -5.282], [3.419, 0.413, -4.715]],
  "atomic_forces_ev_per_a": [[0.2, -0.3, -0.2], [0.2, 0.0, 0.0], [-0.3, 0.0, -0.2], [-0.1, -0.3, -0.1], [0.0, 0.3, 0.2], [0.1, 0.2, 0.0], [0.0, 0.1, -0.5], [-0.1, -0.1, 0.2], [-0.2, -0.2, 0.1], [0.0, 0.0, 0.0], [0.0, 0.1, 0.0], [0.1, 0.1, 0.0], [0.0, -0.1, 0.0], [0.0, -0.1, -0.1], [0.1, 0.0, 0.0], [-0.2, 0.0, -0.1], [0.1, 0.0, 0.1], [-0.1, -0.1, -0.1], [0.1, 0.0, 0.0], [0.0, 0.0, 0.1], [0.1, 0.0, 0.0], [0.0, 0.0, 0.1], [0.0, 0.0, 0.0], [0.0, 0.1, -0.1], [0.4, 0.1, -0.1], [-0.3, 0.2, -0.1], [-0.3, -0.2, 0.1], [0.1, 0.0, 0.1], [0.3, 0.2, 0.0], [0.2, 0.1, 0.1], [0.2, 0.0, 0.1], [0.0, 0.0, 0.2], [-0.1, 0.1, -0.1], [-0.4, -0.3, -0.1], [-0.1, 0.0, 0.0], [-0.1, 0.0, 0.0], [0.0, 0.0, 0.0], [0.0, 0.0, 0.0], [0.2, 0.0, -0.5], [0.1, 0.0, 1.2], [-0.2, -0.1, -0.3], [-0.1, 0.2, -0.3], [0.2, -0.1, 0.2], [-0.1, -0.1, -0.1], [0.0, 0.2, -0.1], [-0.1, -0.1, 0.1], [-0.1, 0.1, 0.0], [0.2, 0.0, -0.1], [-0.1, 0.1, 0.2], [0.2, -0.1, 0.0], [-0.1, -0.2, 0.0], [-0.1, -0.2, 0.1], [0.1, 0.1, 0.2], [0.0, -0.1, 0.0], [0.4, 0.0, 0.0], [-0.2, -0.2, -0.1], [0.0, 0.1, 0.0], [-0.2, -0.2, 0.0], [0.4, 0.2, 0.1], [0.0, 0.2, -0.3], [0.2, -0.1, 0.1], [0.1, 0.1, 0.2], [-1.3, -0.4, 0.0], [0.8, 0.4, -0.2], [-0.7, 0.5, 0.3], [-0.3, -0.4, 0.1], [0.1, -0.3, -0.4], [0.4, -0.5, 0.0], [0.4, 0.8, 0.0], [-0.1, -0.2, 0.0], [0.1, 0.0, 0.0], [0.1, 0.1, 0.0], [0.2, 0.0, 0.0], [-0.3, -0.3, -0.1], [0.1, -0.1, 0.2], [-0.2, 0.0, -0.2], [0.0, -0.2, -0.3], [0.0, 0.1, -0.2], [0.1, -0.3, 0.1], [-0.1, -0.1, 0.2], [0.0, -0.1, 0.1], [0.1, 0.0, 0.1], [0.1, 0.0, 0.0], [0.0, 0.2, -0.1], [0.0, 0.1, 0.0], [0.0, 0.0, 0.2], [-0.2, 0.1, 0.0], [0.1, 0.0, 0.1], [0.0, -0.1, 0.0], [-0.1, 0.1, -0.1], [-0.1, -0.1, 0.0], [-0.1, -0.1, 0.0], [0.0, 0.1, 0.0], [-0.1, 0.1, 0.1], [-0.1, 0.0, 0.0], [0.1, -0.1, 0.0], [0.0, 0.0, -0.1], [0.0, 0.0, 0.1], [0.0, 0.0, 0.0], [-0.1, 0.1, 0.0], [0.0, 0.1, 0.0], [0.1, 0.0, 0.1], [0.1, 0.1, 0.0], [0.1, 0.1, 0.1], [0.1, 0.0, 0.0], [0.0, -0.1, 0.1], [0.1, 0.1, 0.1], [0.0, -0.1, 0.2], [-0.1, 0.0, 0.1], [0.1, 0.1, 0.0], [0.0, 0.2, 0.0], [0.0, 0.2, 0.0], [-0.1, 0.0, -0.2], [0.1, 0.1, -0.1], [-0.1, 0.0, -0.1], [0.1, 0.0, -0.1]],
  "total_charge": -2,
  "homo_energy_ev": -0.17
}